DFT (ωB97M-V/def2-TZVPD) results for a 6-piece molecular cluster, C38H42F11N5O3P overall.

Geometry as XYZ:
```
100
Properties=species:S:1:pos:R:3
F 0.9160 4.2282 -0.2868
C 1.4196 2.9669 0.3138
F 1.6541 2.7614 1.7761
C 1.6649 1.8133 -0.6164
F 0.8744 1.7223 -1.8766
C 2.7575 0.6459 -0.2265
C 2.3524 -0.8393 -0.8048
C 1.5923 -1.8063 0.2822
O 1.4674 -1.3605 1.6883
P 0.3876 -2.4970 2.4794
O -0.4357 -3.1170 1.0754
C 0.1529 -2.5182 -0.1563
C -0.9068 -1.6539 -1.0625
C -2.4269 -2.3243 -0.9987
O -3.4568 -1.5264 -1.6813
C -3.8466 -0.3367 -0.8658
C -4.9835 0.6007 -1.6567
F -5.9219 -0.4043 -2.2837
F -5.8131 1.3837 -0.7087
C -4.3552 1.4621 -2.9033
F -5.3409 1.3226 -4.0393
F -3.0709 0.8908 -3.3970
C -4.2072 3.0719 -2.6324
F -5.4357 3.7652 -3.1142
F -3.7900 3.4442 -1.2608
C -2.9760 3.5966 -3.6356
F -3.1795 5.0640 -3.8646
F -1.6547 3.4287 -2.9545
H 3.8126 0.9115 -0.7122
H 2.9154 0.6944 0.9350
H 1.6974 -0.7131 -1.7799
H 3.3339 -1.4152 -1.1620
H 2.3245 -2.7366 0.3373
H 1.0466 -2.0885 3.7248
H 1.3923 -3.5685 2.4755
H -0.4419 -3.2930 3.3820
H -0.6452 -1.4827 2.6281
H 0.4593 -3.4733 -0.7735
H -0.4861 -1.6526 -2.1780
H -0.8798 -0.5388 -0.7088
H -2.8032 -2.5087 0.1030
H -2.3303 -3.3523 -1.5976
H -2.9276 0.3076 -0.5238
H -4.3380 -0.7790 0.1284
H -3.0212 3.0915 -4.7031
N 5.7176 -2.1873 -1.8422
C 6.7435 -1.5922 -2.4894
C 7.2463 -2.0306 -3.7039
C 6.6660 -3.1499 -4.2911
C 5.6090 -3.7857 -3.6479
C 5.1733 -3.2707 -2.4376
H 7.1648 -0.7249 -1.9894
H 8.0707 -1.5121 -4.1802
H 7.0340 -3.5237 -5.2422
H 5.1356 -4.6605 -4.0791
H 4.3491 -3.7293 -1.8985
N 10.2950 -3.0869 -3.8276
C 11.4514 -3.4796 -4.4054
C 12.7022 -3.0398 -4.0029
C 12.7744 -2.1388 -2.9457
C 11.6007 -1.7142 -2.3315
C 10.3969 -2.2131 -2.8026
H 11.3425 -4.1805 -5.2280
H 13.5984 -3.3907 -4.5019
H 13.7371 -1.7708 -2.6031
H 11.6230 -1.0124 -1.5055
H 9.4536 -1.9148 -2.3538
N -7.5013 -4.0964 0.2278
C -7.2775 -2.8912 -0.3403
C -7.7957 -1.7017 0.1462
C -8.5960 -1.7486 1.2828
C -8.8462 -2.9751 1.8895
C -8.2805 -4.1100 1.3311
H -6.6498 -2.9072 -1.2266
H -7.5809 -0.7617 -0.3492
H -9.0209 -0.8369 1.6927
H -9.4662 -3.0453 2.7761
H -8.4433 -5.0904 1.7700
N 3.3600 5.1867 6.2766
C 3.2162 4.4034 5.1852
C 2.3046 4.6534 4.1720
C 1.4864 5.7725 4.2841
C 1.6095 6.5975 5.3974
C 2.5531 6.2669 6.3568
H 3.8748 3.5407 5.1452
H 2.2340 3.9913 3.3164
H 0.7589 6.0001 3.5104
H 0.9864 7.4768 5.5146
H 2.6898 6.8815 7.2422
N -7.1912 1.0381 3.0774
C -6.9674 2.2433 2.5092
C -7.4856 3.4328 2.9958
C -8.2858 3.3859 4.1324
C -8.5361 2.1594 4.7390
C -7.9704 1.0245 4.1806
H -6.3397 2.2273 1.6229
H -7.2708 4.3728 2.5003
H -8.7108 4.2976 4.5422
H -9.1561 2.0892 5.6256
H -8.1332 0.0442 4.6195
```

The frontier orbital gap comes out at 5.9 eV. The value obtained for the HOMO energy is -4.042 eV. The charge is -1. Its LUMO energy is 1.91 eV.

=====

DFT (ωB97M-V/def2-TZVPD) results for C38H42N10O10SYb as an isolated structure.

Geometry as XYZ:
```
102
Properties=species:S:1:pos:R:3
Yb 0.5140 0.7400 0.1318
O 2.9218 1.8012 0.2387
C 4.0128 0.9233 0.5205
C 3.8708 0.3490 1.9335
N 2.6402 -0.4244 2.0188
C 2.8032 -1.7819 1.4994
C 2.1155 -1.9427 0.1240
O 1.8984 -3.0895 -0.2838
O 1.8414 -0.8686 -0.4795
C 1.9742 -0.3984 3.3118
C 0.4233 -0.2998 3.1507
O -0.2611 -0.3112 4.1590
O 0.0000 -0.1865 1.9506
H 3.0593 2.5934 0.7781
H 4.9677 1.4477 0.4049
H 3.9496 0.1243 -0.2187
H 3.8193 1.1867 2.6357
H 4.7575 -0.2546 2.1784
H 2.3929 -2.5289 2.1864
H 3.8597 -2.0320 1.3412
H 2.2891 0.4762 3.8862
H 2.1980 -1.2845 3.9223
N 0.6572 4.1035 3.9467
C 0.7154 2.9915 3.1949
N 0.6806 2.9813 1.9104
C 0.5610 4.1948 1.2255
N 0.0966 4.2020 0.0215
N -0.5297 3.0146 -0.2869
C -1.7922 3.1563 -0.4346
C -2.6846 2.0433 -0.1540
C -3.9903 1.9559 -0.6299
C -4.8346 1.0157 -0.0642
C -4.3534 0.2137 0.9608
C -3.0263 0.3587 1.3534
N -2.2074 1.2420 0.8111
C 0.7136 5.4438 1.9605
C 0.6614 6.7022 1.3622
C 0.5491 7.8401 2.1346
C 0.4693 7.7449 3.5192
C 0.5166 6.5113 4.1332
C 0.6431 5.3626 3.3608
H 0.5798 4.0353 4.9509
H 0.7703 2.0493 3.7238
H -2.2372 4.1559 -0.4871
H -4.3255 2.6041 -1.4234
H -5.8566 0.9275 -0.4041
H -4.9959 -0.5003 1.4553
H -2.6007 -0.2315 2.1554
H 0.6916 6.7604 0.2881
H 0.4896 8.8094 1.6649
H 0.3517 8.6347 4.1162
H 0.4426 6.4229 5.2066
C -3.7617 -4.9509 -3.0946
C -4.0336 -4.1228 -1.8436
C -2.7963 -3.3605 -1.3878
N -1.7955 -4.2525 -0.8581
C -0.8993 -3.8763 0.0344
S -0.7072 -2.2405 0.5682
N -0.0396 -4.7595 0.5948
C -0.2726 -6.0807 0.9967
O 0.6416 -6.8621 1.0566
C -1.6565 -6.4118 1.4153
C -2.0153 -7.7593 1.4400
C -3.2629 -8.1417 1.8957
C -4.1605 -7.1814 2.3406
C -3.8007 -5.8432 2.3392
C -2.5546 -5.4530 1.8836
H -4.6831 -5.3901 -3.4670
H -3.0572 -5.7571 -2.8964
H -3.3546 -4.3147 -3.8763
H -4.3855 -4.7674 -1.0351
H -4.8103 -3.3871 -2.0599
H -3.0459 -2.6394 -0.6035
H -2.3670 -2.8013 -2.2258
H -1.7794 -5.2065 -1.2024
H 0.9481 -4.4497 0.5206
H -1.2952 -8.4891 1.1027
H -3.5332 -9.1857 1.9233
H -5.1298 -7.4766 2.7125
H -4.4866 -5.1002 2.7147
H -2.2645 -4.4138 1.9242
O 4.0966 2.8951 -6.8250
C 3.1986 3.8016 -6.2562
N 3.6645 4.3317 -4.9961
C 3.5838 3.7837 -3.7551
O 4.0914 4.3280 -2.7954
C 2.8084 2.5167 -3.5871
C 2.9711 1.3808 -4.3730
C 2.1975 0.2709 -4.0778
C 1.3220 0.3154 -3.0036
N 1.2048 1.3790 -2.2028
C 1.9340 2.4492 -2.5037
H 4.9070 3.3425 -7.0962
H 2.2689 3.2458 -6.0991
H 3.0051 4.6447 -6.9341
H 4.2204 5.1780 -5.0241
H 3.6782 1.3636 -5.1896
H 2.2782 -0.6255 -4.6714
H 0.7049 -0.5415 -2.7647
H 1.8156 3.3207 -1.8720
O -0.7145 -1.5205 -0.9206
O -1.0807 -0.1698 -0.9272
```

The frontier orbital gap (alpha / beta) comes out at 8.0 / 8.0 eV. The value obtained for the HOMO energy (alpha / beta) is -10.749 / -10.748 eV. The charge is +1. Its LUMO energy (alpha / beta) is -2.72 / -2.72 eV. The spin multiplicity is 2.

=====

DFT (ωB97M-V/def2-TZVPD) results for C38H42N5O2RhSSe3Te2 as an isolated structure.

Geometry as XYZ:
```
94
Properties=species:S:1:pos:R:3
Rh -0.0452 -1.2728 1.9808
Se 0.2094 0.7399 3.2844
Se -1.5333 1.0426 4.6820
Te -1.4730 -2.5102 4.9827
Se -1.8459 -4.8347 4.7311
C 6.2843 -2.3546 2.7003
C 5.5235 -1.2284 3.3853
N 4.1521 -1.5902 3.7403
C 3.8855 -1.8876 5.1401
C 4.2118 -3.3236 5.5165
C 3.1901 -1.6479 2.7916
S 1.6641 -2.3080 3.2799
N 3.5980 -1.3125 1.5726
C 2.8202 -0.9236 0.5603
O 1.7072 -0.3684 0.6013
C 3.4415 -1.1053 -0.8097
C 2.6303 -0.9545 -1.9263
C 3.1488 -1.1351 -3.2003
C 4.4916 -1.4500 -3.3607
C 5.3087 -1.5928 -2.2467
C 4.7827 -1.4284 -0.9732
H 7.2974 -2.0347 2.4490
H 5.7756 -2.6402 1.7830
H 6.3555 -3.2318 3.3434
H 5.5054 -0.3449 2.7455
H 6.0151 -0.9488 4.3186
H 2.8332 -1.6747 5.3302
H 4.4803 -1.1905 5.7365
H 3.6004 -4.0135 4.9350
H 4.0061 -3.4915 6.5749
H 5.2621 -3.5568 5.3399
H 1.5939 -0.6827 -1.7795
H 2.5031 -1.0249 -4.0618
H 4.9030 -1.5832 -4.3533
H 6.3573 -1.8339 -2.3703
H 5.4018 -1.5454 -0.0945
C -2.6237 7.1074 -3.0387
C -2.3101 5.8103 -2.3432
C -3.1366 4.7047 -2.4754
C -2.8602 3.4938 -1.8437
C -3.8290 2.3616 -2.0556
C -1.7062 3.3793 -1.0659
Te -1.1322 1.5159 -0.0163
N -1.6384 -0.4024 0.9264
C -2.7179 -0.9462 1.4471
O -2.6307 -1.9537 2.1945
C -4.1011 -0.4569 1.1063
C -4.4347 0.8929 1.1102
C -5.7199 1.3072 0.7876
C -6.6876 0.3727 0.4504
C -6.3657 -0.9795 0.4653
C -5.0880 -1.3902 0.8068
C -1.0939 0.4932 -1.8787
C -1.9785 -0.5577 -2.0950
C -2.0141 -1.2189 -3.3127
C -1.1471 -0.8312 -4.3250
C -0.2530 0.2026 -4.1000
C -0.2052 0.8827 -2.8826
C 0.8100 1.9769 -2.6995
C -0.8742 4.4934 -0.8902
C 0.3835 4.5043 -0.0518
C -1.1870 5.6853 -1.5403
H -3.5818 7.0541 -3.5554
H -1.8613 7.3560 -3.7796
H -2.6690 7.9364 -2.3305
H -4.0347 4.7836 -3.0794
H -4.8276 2.7566 -2.2448
H -3.8940 1.6895 -1.1958
H -3.5367 1.7518 -2.9143
H -3.6895 1.6257 1.3936
H -5.9604 2.3624 0.8022
H -7.6877 0.6937 0.1906
H -7.1193 -1.7157 0.2155
H -4.8291 -2.4407 0.8506
H -2.6387 -0.8654 -1.2969
H -2.7104 -2.0337 -3.4619
H -1.1578 -1.3394 -5.2810
H 0.4403 0.4921 -4.8819
H 1.6315 1.8447 -3.4038
H 1.2300 1.9684 -1.6901
H 0.3669 2.9613 -2.8628
H 0.6062 3.5651 0.4510
H 0.3140 5.2731 0.7196
H 1.2456 4.7492 -0.6761
H -0.5277 6.5378 -1.4078
N -0.9237 -4.1051 1.2419
C -1.4981 -4.8214 0.2747
C -1.1490 -4.2391 -0.9285
C -0.3578 -3.1439 -0.5649
N -0.2172 -3.0745 0.7536
H -1.0544 -4.1881 2.2428
H -2.1032 -5.6775 0.5118
H -1.4248 -4.5572 -1.9160
H 0.1177 -2.4034 -1.1853
```

The frontier orbital gap (alpha / beta) comes out at 6.4 / 5.6 eV. The value obtained for the HOMO energy (alpha / beta) is -4.170 / -4.477 eV. The charge is -1. Its LUMO energy (alpha / beta) is 2.23 / 1.10 eV. The spin multiplicity is 6. For the energy above the lowest of the compared OMol25 structures with the same formula, charge and spin, the calculation gives 0.0 kJ/mol.

=====

Summary of strongest force on any atom in eV Å⁻¹
5.27; 2.17; 0.65
(order as listed above)